Entry from the Open Molecules 2025 dataset: a 8-piece molecular cluster, C22H37F6NO10P overall (ωB97M-V/def2-TZVPD).

ORCA input file:
```
! wB97M-V def2-TZVPD RIJCOSX def2/J DEFGRID3
* xyz -1 1
P 0.788 0.044 -0.186
F 0.472 0.123 -1.799
F 0.085 -1.439 -0.010
F 2.292 -0.500 -0.466
F 1.165 0.193 1.416
F 1.091 1.659 -0.246
F -0.719 0.538 0.156
O 5.443 -3.704 -1.833
C 4.269 -3.726 -1.514
O 3.294 -3.748 -2.389
C 1.961 -4.042 -1.847
C 2.213 -4.313 -0.342
C 3.659 -3.765 -0.092
H 1.493 -4.819 -2.452
H 1.348 -3.148 -1.959
H 2.079 -5.344 -0.015
H 1.607 -3.614 0.234
H 4.219 -4.432 0.564
H 3.675 -2.756 0.320
O 1.660 -4.329 6.039
C 1.676 -3.378 5.270
O 1.214 -3.442 4.040
C 0.964 -2.221 3.422
C 1.132 -1.198 4.604
C 1.934 -1.926 5.640
H 0.017 -2.073 2.903
H 1.803 -1.941 2.786
H 0.174 -1.098 5.113
H 1.506 -0.227 4.281
H 1.454 -1.915 6.619
H 3.012 -1.771 5.597
O -0.273 2.471 -5.431
C -0.260 3.250 -4.514
O 0.213 4.423 -4.673
C 0.206 5.113 -3.499
C -0.117 4.151 -2.426
C -0.796 3.062 -3.128
H -0.459 5.969 -3.606
H 1.184 5.551 -3.300
H -0.620 4.686 -1.621
H 0.743 3.676 -1.954
H -1.886 3.082 -3.164
H -0.375 2.132 -2.745
O -4.286 3.214 2.423
C -3.521 2.242 2.456
O -3.935 0.917 2.345
C -2.874 -0.008 2.780
C -1.729 0.951 3.250
C -2.087 2.234 2.573
H -2.371 -0.519 1.959
H -3.145 -0.570 3.673
H -0.773 0.550 2.913
H -1.735 0.885 4.338
H -1.803 2.361 1.528
H -1.779 3.064 3.209
C 4.212 2.200 -2.315
O 2.870 1.675 -2.429
H 4.057 3.186 -2.754
H 4.490 2.381 -1.277
H 4.820 1.473 -2.854
H 2.734 0.763 -2.164
C -1.611 -3.796 -1.551
O -1.138 -3.806 -0.252
H -2.367 -3.032 -1.733
H -0.725 -3.657 -2.171
H -2.058 -4.724 -1.906
H -0.859 -2.918 -0.015
N -3.037 1.546 -0.980
C -3.793 0.790 -1.787
C -4.746 1.618 -2.293
C -4.690 2.907 -1.698
C -3.499 2.860 -1.060
H -2.158 1.358 -0.521
H -3.378 -0.176 -2.034
H -5.438 1.340 -3.074
H -5.275 3.810 -1.789
H -2.911 3.632 -0.586
*
```

Values from the calculation:
E_tot, Eh: -2608.44897

---

Entry from the Open Molecules 2025 dataset: C30H32N5O5Pt as an isolated structure (ωB97M-V/def2-TZVPD).

ORCA input file:
```
! wB97M-V def2-TZVPD RIJCOSX def2/J DEFGRID3
* xyz 1 1
Pt 0.064 0.184 0.402
C -2.602 1.191 -1.411
C -2.933 0.571 -0.094
C -4.263 0.498 0.338
C -4.589 -0.169 1.492
C -3.579 -0.800 2.216
C -2.285 -0.677 1.773
N -1.964 0.039 0.657
C -1.137 -1.312 2.473
C -1.179 -1.973 3.689
C 0.017 -2.390 4.256
C 1.229 -2.074 3.657
C 1.208 -1.398 2.448
N 0.037 -1.142 1.852
C 2.379 -0.794 1.755
C 3.661 -0.944 2.221
C 4.691 -0.278 1.558
C 4.394 0.456 0.439
C 3.078 0.545 -0.030
C 2.802 1.234 -1.326
N 2.086 -0.033 0.657
H -2.545 2.278 -1.327
H -3.389 0.942 -2.123
H -1.650 0.830 -1.785
H -5.024 0.968 -0.270
H -5.616 -0.230 1.824
H -3.812 -1.373 3.101
H -2.116 -2.129 4.202
H 0.008 -2.916 5.201
H 2.162 -2.321 4.140
H 3.871 -1.556 3.084
H 5.708 -0.353 1.918
H 5.170 0.966 -0.116
H 2.940 2.312 -1.227
H 1.790 1.059 -1.670
H 3.514 0.872 -2.069
O 0.066 1.957 -0.567
C 0.071 2.925 0.344
O 0.093 2.721 1.550
C 0.047 4.296 -0.246
C 0.081 4.486 -1.623
C 0.067 5.767 -2.182
C 0.016 6.819 -1.302
O 0.000 8.149 -1.589
C -0.110 8.830 -0.334
O -0.065 7.846 0.700
C -0.022 6.633 0.071
C -0.006 5.388 0.635
H 0.118 3.619 -2.267
H 0.096 5.924 -3.251
H -1.065 9.356 -0.293
H 0.733 9.512 -0.223
H -0.030 5.227 1.704
C -0.904 -4.864 0.785
N -1.227 -3.889 -0.233
C -2.634 -3.569 -0.378
C -0.313 -3.179 -0.984
O -0.594 -2.080 -1.448
N 0.936 -3.724 -1.143
C 1.986 -2.867 -1.663
C 1.226 -5.145 -1.144
H -1.536 -4.673 1.657
H 0.131 -4.764 1.102
H -1.079 -5.897 0.471
H -3.198 -4.431 -0.744
H -2.742 -2.747 -1.079
H -3.060 -3.275 0.587
H 1.637 -1.838 -1.671
H 2.254 -3.154 -2.683
H 2.883 -2.949 -1.040
H 0.325 -5.728 -1.322
H 1.696 -5.493 -0.221
H 1.913 -5.355 -1.964
*
```

Values from the calculation:
ΔE to the lowest compared entry with this formula, charge and spin, kcal/mol: 12.6
E_tot, Eh: -1931.57282

---

Entry from the Open Molecules 2025 dataset: one molecule with the formula C6H10O (ωB97M-V/def2-TZVPD).

ORCA input file:
```
! wB97M-V def2-TZVPD RIJCOSX def2/J DEFGRID3
* xyz 0 1
O 2.602 -0.254 2.086
C 2.633 -0.481 0.899
C 1.478 -0.273 -0.033
C 0.210 0.203 0.649
C -0.802 0.461 -0.407
C -1.805 -0.535 -0.963
C -2.299 0.649 -0.186
H 3.554 -0.872 0.415
H 1.794 0.442 -0.812
H 1.292 -1.212 -0.577
H 0.403 1.127 1.215
H -0.153 -0.531 1.372
H -0.385 1.237 -1.157
H -1.989 -0.571 -2.037
H -1.761 -1.532 -0.509
H -1.942 1.536 -0.747
H -2.831 0.608 0.790
*
```

Values from the calculation:
SMILES string: O=CCCC1CC1
ΔE to the lowest compared entry with this formula, charge and spin, kcal/mol: 56.5
E_tot, Eh: -309.75233

---

Entry from the Open Molecules 2025 dataset: C5H12NOP as an isolated structure (ωB97M-V/def2-TZVPD).

ORCA input file:
```
! wB97M-V def2-TZVPD RIJCOSX def2/J DEFGRID3
* xyz 0 1
C -1.258 -0.675 -0.382
C -0.365 -0.275 0.703
C -2.605 -1.251 -0.014
C 0.330 2.187 -0.553
C 0.956 1.020 0.259
N 2.057 0.394 -0.397
O -0.090 -1.444 0.007
P 3.018 -1.008 0.020
H -1.302 -0.318 -1.413
H -0.822 -0.430 1.769
H -3.077 -1.882 -0.721
H -3.302 -0.546 0.170
H -2.614 -1.988 0.855
H 1.178 2.836 -0.535
H -0.408 2.663 0.015
H 0.046 2.004 -1.614
H 1.236 1.235 1.249
H 1.852 0.134 -1.344
H 3.107 -0.767 1.383
H 2.064 -1.891 0.544
*
```

Values from the calculation:
ΔE to the lowest compared entry with this formula, charge and spin, kcal/mol: 65.1
E_tot, Eh: -668.92148

---

Entry from the Open Molecules 2025 dataset: a 2-piece molecular cluster, C3H12N2OS overall (ωB97M-V/def2-TZVPD).

ORCA input file:
```
! wB97M-V def2-TZVPD RIJCOSX def2/J DEFGRID3
* xyz 0 1
C 1.305 -0.237 -0.110
C 1.567 1.064 0.585
S 0.362 2.358 0.045
N -0.007 -0.900 0.027
C -0.326 -1.421 1.367
N -1.218 -2.575 1.235
H 1.557 -0.281 -1.170
H 1.998 -0.986 0.315
H 2.530 1.478 0.275
H 1.618 1.040 1.669
H 0.203 2.017 -1.217
H -0.657 -0.279 -0.440
H 0.649 -1.526 1.861
H -0.661 -0.596 2.004
H -0.640 -3.396 1.336
H -1.725 -2.465 0.395
H -2.291 -0.213 -1.830
H -1.520 -1.346 -2.428
O -1.766 -0.438 -2.596
*
```

Values from the calculation:
SMILES string: NCNCCS.O
ΔE to the lowest compared entry with this formula, charge and spin, kcal/mol: 28.3
E_tot, Eh: -704.39316

---

Entry from the Open Molecules 2025 dataset: C43H59GeN6OV as an isolated structure (ωB97M-V/def2-TZVPD).

ORCA input file:
```
! wB97M-V def2-TZVPD RIJCOSX def2/J DEFGRID3
* xyz 0 3
V -0.312 -0.993 0.100
C -0.878 -0.798 2.305
C -2.032 -0.390 1.550
C -2.460 -1.551 0.815
C -1.565 -2.603 1.165
C -0.619 -2.166 2.114
C 0.260 -3.081 2.949
C 1.174 -3.953 2.087
C -0.687 -3.993 3.745
C 1.093 -2.279 3.947
C -3.666 -1.830 -0.094
C -3.721 -0.898 -1.314
C -3.607 -3.260 -0.649
C -4.960 -1.761 0.731
C -2.749 0.908 1.959
C -3.683 1.545 0.928
C -3.570 0.546 3.212
C -1.754 1.999 2.365
H -0.341 -0.167 2.994
H -1.629 -3.609 0.781
H 0.593 -4.541 1.370
H 1.717 -4.663 2.715
H 1.892 -3.346 1.537
H -1.277 -4.626 3.080
H -1.378 -3.402 4.348
H -0.113 -4.640 4.412
H 1.725 -1.550 3.446
H 1.736 -2.949 4.520
H 0.452 -1.748 4.653
H -2.893 -1.113 -1.991
H -3.669 0.153 -1.057
H -4.650 -1.066 -1.864
H -2.708 -3.436 -1.241
H -4.461 -3.409 -1.312
H -3.667 -4.012 0.141
H -5.178 -0.768 1.111
H -4.901 -2.442 1.584
H -5.803 -2.071 0.110
H -4.522 0.913 0.659
H -3.151 1.828 0.023
H -4.095 2.459 1.362
H -4.304 -0.232 3.003
H -4.101 1.429 3.575
H -2.918 0.187 4.011
H -1.121 2.291 1.529
H -1.119 1.705 3.201
H -2.310 2.884 2.682
C 3.248 -0.329 1.701
N 3.533 -0.217 0.285
C 4.355 0.898 -0.159
C 2.929 -1.089 -0.558
N 1.761 -1.611 -0.259
N 3.599 -1.408 -1.703
C 2.900 -2.044 -2.805
C 5.043 -1.569 -1.722
H 3.846 0.408 2.233
H 3.512 -1.327 2.057
H 2.198 -0.147 1.921
H 4.003 1.815 0.312
H 4.264 1.019 -1.236
H 5.409 0.755 0.093
H 1.606 -2.419 -0.852
H 2.856 -3.133 -2.693
H 3.427 -1.816 -3.731
H 1.891 -1.649 -2.888
H 5.459 -1.386 -0.736
H 5.511 -0.889 -2.437
H 5.290 -2.594 -2.011
N 0.089 -4.051 -1.805
C -0.447 -2.919 -2.351
O -0.530 -1.886 -1.609
C -0.820 -2.883 -3.693
C -0.699 -4.059 -4.472
N -0.551 -5.064 -5.020
C -1.318 -1.677 -4.244
N -1.723 -0.695 -4.693
H 0.051 -4.124 -0.801
H 0.010 -4.911 -2.328
C 1.201 0.984 -2.493
Ge 0.313 1.404 -0.759
C -1.178 2.539 -1.377
C -1.975 2.088 -2.432
C -3.063 2.828 -2.873
C -3.368 4.041 -2.269
C -2.569 4.517 -1.239
C -1.483 3.771 -0.801
C 1.475 2.655 0.263
C 1.659 2.427 1.603
C 2.552 3.187 2.392
C 3.278 4.187 1.820
C 3.105 4.502 0.449
C 3.823 5.568 -0.148
C 3.623 5.900 -1.456
C 2.683 5.183 -2.226
C 1.989 4.142 -1.679
C 2.185 3.752 -0.329
H 1.103 1.804 -3.203
H 0.701 0.121 -2.932
H 2.260 0.755 -2.374
H -1.751 1.148 -2.927
H -3.668 2.457 -3.691
H -4.217 4.621 -2.610
H -2.791 5.471 -0.776
H -0.867 4.156 0.006
H 1.108 1.626 2.082
H 2.662 2.963 3.446
H 3.982 4.769 2.405
H 4.527 6.123 0.460
H 4.172 6.719 -1.901
H 2.504 5.468 -3.255
H 1.250 3.622 -2.269
*
```

Values from the calculation:
ΔE to the lowest compared entry with this formula, charge and spin, kcal/mol: 0.0
<S²>: 2.043
E_tot, Eh: -5098.68357

---

Entry from the Open Molecules 2025 dataset: C3H5AlO4 as an isolated structure (ωB97M-V/def2-TZVPD).

ORCA input file:
```
! wB97M-V def2-TZVPD RIJCOSX def2/J DEFGRID3
* xyz 1 2
O 0.143 2.072 0.866
C 0.522 1.031 1.382
O 0.504 -0.136 0.855
O 1.048 1.023 2.632
H 1.387 1.902 2.839
C -0.749 -1.354 -1.320
O -0.985 -1.906 -0.232
C -0.113 -0.016 -1.422
H -1.335 -1.674 -2.203
H 0.928 -0.548 -1.470
H -0.726 0.720 -0.881
H -0.188 0.356 -2.456
Al -0.436 -1.468 1.412
*
```

Values from the calculation:
ΔE to the lowest compared entry with this formula, charge and spin, kcal/mol: 18.4
<S²>: 0.751
E_tot, Eh: -660.42289

---

Entry from the Open Molecules 2025 dataset: one molecule with the formula C5H14N2 (ωB97M-V/def2-TZVPD).

ORCA input file:
```
! wB97M-V def2-TZVPD RIJCOSX def2/J DEFGRID3
* xyz 0 1
C 0.291 0.193 0.518
C 0.345 0.610 -0.926
C -0.192 -0.590 -1.912
C -1.105 -0.025 1.084
C 0.042 -2.039 -1.539
N 1.011 1.468 1.140
N 0.781 1.751 2.525
H 1.106 2.332 0.601
H 0.947 -0.655 0.730
H 0.897 0.923 3.111
H -0.161 2.111 2.690
H 1.369 0.812 -1.254
H -0.298 1.475 -1.122
H -1.252 -0.433 -2.139
H 0.329 -0.391 -2.857
H -1.533 -0.961 0.723
H -1.784 0.789 0.819
H -1.077 -0.104 2.176
H -0.029 -2.674 -2.429
H 1.030 -2.191 -1.097
H -0.719 -2.399 -0.842
*
```

Values from the calculation:
SMILES string: CCC[C@H](C)NN
ΔE to the lowest compared entry with this formula, charge and spin, kcal/mol: 46.0
E_tot, Eh: -308.34977

---

Entry from the Open Molecules 2025 dataset: one molecule with the formula C4H4N2O (ωB97M-V/def2-TZVPD).

ORCA input file:
```
! wB97M-V def2-TZVPD RIJCOSX def2/J DEFGRID3
* xyz 0 1
O 2.376 -0.905 0.062
C 1.226 -0.543 0.019
C 0.836 0.926 0.011
C -0.608 1.346 0.029
N -1.402 0.273 -0.001
C -1.010 -1.079 -0.028
N 0.182 -1.513 -0.017
H 1.346 1.434 0.841
H 1.297 1.419 -0.857
H -2.403 0.431 -0.010
H -1.841 -1.790 -0.048
*
```

Values from the calculation:
ΔE to the lowest compared entry with this formula, charge and spin, kcal/mol: 54.9
E_tot, Eh: -339.49419

---

Entry from the Open Molecules 2025 dataset: H14NaO7 as an isolated structure (ωB97M-V/def2-TZVPD).

ORCA input file:
```
! wB97M-V def2-TZVPD RIJCOSX def2/J DEFGRID3
* xyz 1 1
Na 0.378 -0.379 0.125
O 0.802 0.790 2.132
H 0.920 1.730 1.942
H 1.311 0.593 2.958
O -1.718 -1.263 1.285
H -1.267 -2.034 1.626
H -2.396 -1.684 0.738
O -1.244 1.265 -0.622
H -1.069 2.061 -0.133
H -2.196 1.269 -0.508
O 1.083 -2.300 1.586
H 0.955 -2.103 2.520
H 0.672 -3.105 1.372
O -0.689 -1.814 -1.550
H -1.025 -1.121 -2.195
H -1.485 -2.216 -1.249
O 0.297 2.010 -2.631
H -0.199 1.680 -1.889
H 0.584 2.919 -2.391
O 2.029 0.948 -0.849
H 2.468 1.742 -0.473
H 1.782 1.014 -1.796
*
```

Values from the calculation:
ΔE to the lowest compared entry with this formula, charge and spin, kcal/mol: 22.9
E_tot, Eh: -697.22719

---

Entry from the Open Molecules 2025 dataset: a 2-piece molecular cluster, C2H8N2O3 overall (ωB97M-V/def2-TZVPD).

ORCA input file:
```
! wB97M-V def2-TZVPD RIJCOSX def2/J DEFGRID3
* xyz 0 1
C -1.706 -0.941 -0.299
C -0.526 1.146 0.137
O -0.844 -0.224 0.580
O 0.172 1.722 1.165
O -1.312 1.769 -0.533
H -0.215 1.476 2.016
H -2.508 -0.290 -0.651
H -2.102 -1.791 0.251
H -1.141 -1.304 -1.164
N 1.679 -0.117 -0.981
N 1.794 -0.880 0.133
H 2.403 -0.504 0.862
H 2.615 0.147 -1.314
H 0.861 0.805 -0.736
H 0.830 -1.013 0.534
*
```

Values from the calculation:
SMILES string: COC(=O)O.NN
ΔE to the lowest compared entry with this formula, charge and spin, kcal/mol: 89.9
E_tot, Eh: -416.11524

---

Entry from the Open Molecules 2025 dataset: one molecule with the formula C11H11NO (ωB97M-V/def2-TZVPD).

ORCA input file:
```
! wB97M-V def2-TZVPD RIJCOSX def2/J DEFGRID3
* xyz 0 1
C -3.131 0.551 -0.351
C -2.215 1.204 -1.160
C -2.724 0.018 0.860
C -0.894 1.316 -0.768
C -1.407 0.136 1.258
C -0.481 0.785 0.450
C 2.698 1.831 -0.083
C 2.146 -1.613 0.362
C 1.368 -1.287 -0.881
C 0.939 0.837 0.888
C 1.922 -0.194 -0.026
N 2.947 0.660 -0.476
O 1.598 2.072 0.655
H -4.160 0.457 -0.663
H -2.534 1.622 -2.104
H -3.434 -0.488 1.497
H -0.177 1.813 -1.408
H -1.089 -0.271 2.207
H 3.314 2.688 -0.289
H 1.596 -1.984 1.213
H 3.145 -2.005 0.262
H 1.837 -1.442 -1.840
H 0.300 -1.442 -0.876
H 1.038 0.573 1.947
*
```

Values from the calculation:
SMILES string: C1=NC2(CC2)[C@H](c2ccccc2)O1
ΔE to the lowest compared entry with this formula, charge and spin, kcal/mol: 28.0
E_tot, Eh: -555.71417

---

Entry from the Open Molecules 2025 dataset: a 2-piece molecular cluster, C26H20FO overall (ωB97M-V/def2-TZVPD).

ORCA input file:
```
! wB97M-V def2-TZVPD RIJCOSX def2/J DEFGRID3
* xyz 1 1
F -3.132 0.174 -4.998
C -3.047 0.515 -3.671
C -3.367 1.815 -3.312
C -3.205 2.198 -1.971
C -2.718 1.284 -1.033
C -2.376 -0.024 -1.425
C -1.479 -0.800 -0.495
C -1.202 -2.270 -0.695
C -1.483 -3.271 0.230
C -1.109 -4.594 -0.064
C -0.426 -4.890 -1.241
C 0.010 -3.848 -2.069
C -0.353 -2.540 -1.779
C -2.539 -0.409 -2.767
H -3.690 2.540 -4.050
H -3.413 3.223 -1.644
H -2.547 1.587 0.011
H -1.688 -0.569 0.570
H -1.992 -3.013 1.167
H -1.334 -5.387 0.654
H -0.148 -5.929 -1.482
H 0.657 -4.035 -2.933
H 0.016 -1.698 -2.375
H -2.215 -1.387 -3.114
H -0.544 -0.387 -0.845
C 0.599 1.156 1.807
C 1.490 0.229 2.334
C 2.850 0.612 2.438
O 3.307 1.772 1.821
C 2.361 2.703 1.432
C 1.048 2.270 1.120
C 0.311 2.977 0.131
C 0.666 4.290 -0.133
C 1.839 4.828 0.445
C 2.741 4.022 1.143
C 3.800 -0.280 2.946
C 3.386 -1.539 3.370
C 2.073 -1.993 3.127
C 1.142 -1.135 2.559
H -0.437 0.843 1.649
H -0.496 2.421 -0.362
H 0.030 4.900 -0.779
H 2.048 5.887 0.349
H 3.709 4.377 1.481
H 4.841 0.026 2.978
H 4.086 -2.182 3.890
H 1.784 -3.017 3.366
H 0.148 -1.452 2.217
*
```

Values from the calculation:
ΔE to the lowest compared entry with this formula, charge and spin, kcal/mol: 0.0
E_tot, Eh: -1177.57906

---

Entry from the Open Molecules 2025 dataset: a 2-piece molecular cluster, C9H14 overall (ωB97M-V/def2-TZVPD).

ORCA input file:
```
! wB97M-V def2-TZVPD RIJCOSX def2/J DEFGRID3
* xyz 0 1
C 3.612 -0.297 -0.949
C 2.746 -0.731 0.215
H 3.130 -0.018 -1.955
H 4.057 0.720 -0.524
H 4.386 -1.041 -1.224
H 3.322 -0.442 1.132
H 2.607 -1.806 0.061
H 1.751 -0.261 0.337
C -2.568 -1.659 0.980
C -1.143 0.353 1.230
C -2.001 -0.359 0.481
C -0.521 1.581 0.833
C -2.349 0.120 -0.844
C -0.883 2.085 -0.436
C -1.799 1.343 -1.327
H -0.847 -0.044 2.266
H 0.235 2.154 1.386
H -2.909 -1.714 2.118
H -1.929 -2.424 0.502
H -2.899 -0.492 -1.531
H -0.403 3.002 -0.859
H -2.062 1.791 -2.365
H -3.532 -1.859 0.472
*
```

Values from the calculation:
SMILES string: Cc1ccccc1.CC
ΔE to the lowest compared entry with this formula, charge and spin, kcal/mol: 38.0
E_tot, Eh: -351.26967